1.
One molecule with the formula C4H3F3S2. Source: the OMol25 dataset; level of theory: the ωB97M-V functional and the def2-TZVPD basis.

Last column: Mulliken charge in e.
Atoms and positions in Å:
F1 0.51958 3.66535 -0.57973  -0.25
C1 -0.47133 2.80052 -0.91608  0.82
F2 -0.67151 3.15001 -2.15516  -0.26
F3 -1.54648 3.14865 -0.13076  -0.24
C2 -0.14750 1.38589 -0.81468  -0.33
C3 -0.01985 0.73086 0.34042  -0.41
C4 0.28927 -0.70847 0.91934  0.13
S1 0.39018 -0.92188 2.56884  -0.18
S2 0.76411 -1.92474 -0.29770  -0.15
H1 0.17574 1.06254 -1.75409  0.40
H2 -0.39621 1.22867 1.19296  0.35
H3 1.00129 -2.79524 0.54465  0.13

Output
* largest force on an atom: 0.0772 hartree/bohr
* ΔE to the lowest compared entry with this formula, charge and spin: 21.8 kcal per mole
* total charge: 0
* SMILES: FC(F)(F)/C=C/C(=S)S

2.
One molecule with the formula C4H3FN2O. Source: the OMol25 dataset; level of theory: the ωB97M-V functional and the def2-TZVPD basis.

Last column: Mulliken charge in e.
Atoms and positions in Å:
C1 -1.73594 -0.90898 -0.46383  -0.54
C2 0.80218 0.49629 0.10287  0.55
C3 -2.04567 0.36663 -0.01809  1.05
C4 2.11476 -0.04915 0.00184  -0.96
N1 -0.12971 1.18345 0.23612  0.74
N2 -1.35877 1.48177 0.20282  -1.14
O1 -3.21010 0.01274 -0.37410  -0.41
F1 -1.77640 -1.95207 0.38903  -0.17
H1 2.74738 0.29737 0.82025  0.30
H2 2.57059 0.20694 -0.95736  0.29
H3 2.02168 -1.13498 0.06043  0.30

Output
* largest force on an atom: 0.0673 hartree/bohr
* ΔE to the lowest compared entry with this formula, charge and spin: 166.7 kcal per mole
* total charge: 0

3.
One molecule with the formula C4H3FO. Source: the OMol25 dataset; level of theory: the ωB97M-V functional and the def2-TZVPD basis.

Last column: Mulliken charge in e.
Atoms and positions in Å:
C1 0.46083 0.34274 0.48874  -0.41
C2 1.43521 -0.06298 -0.35440  -0.53
C3 -1.17086 -0.86266 -0.03738  0.50
C4 -0.87283 0.45696 -0.36631  -0.24
O1 -1.04856 -1.97622 0.24033  -0.21
F1 2.74472 -0.18728 0.01979  -0.18
H1 0.51778 0.50393 1.55175  0.45
H2 -1.42939 1.42537 -0.12908  0.31
H3 -0.63691 0.36016 -1.41344  0.31

Output
* largest force on an atom: 0.0618 hartree/bohr
* ΔE to the lowest compared entry with this formula, charge and spin: 104.1 kcal per mole
* total charge: 0

4.
One molecule with the formula C4H3FO. Source: the OMol25 dataset; level of theory: the ωB97M-V functional and the def2-TZVPD basis.

Last column: Mulliken charge in e.
Atoms and positions in Å:
C1 1.40065 0.77879 0.05537  -0.53
C2 0.88664 0.28601 1.17349  0.06
C3 0.26826 0.34666 -0.91404  0.66
C4 -0.73443 -0.24572 0.02437  -0.49
O1 0.02076 0.52157 -2.08064  -0.54
F1 1.25712 0.14439 2.40132  -0.20
H1 2.20025 1.29506 -0.27191  0.49
H2 -0.97721 -1.21581 -0.04993  0.33
H3 -1.56416 0.47184 0.32194  0.23

Output
* largest force on an atom: 0.1299 hartree/bohr
* ΔE to the lowest compared entry with this formula, charge and spin: 63.3 kcal per mole
* total charge: 0

5.
One molecule with the formula C4H3FO2S. Source: the OMol25 dataset; level of theory: the ωB97M-V functional and the def2-TZVPD basis.

Last column: Mulliken charge in e.
Atoms and positions in Å:
O1 0.97305 1.78615 -0.60201  -0.46
C1 1.48620 0.66801 -0.72365  -0.03
C2 1.14356 -0.56419 -0.04474  0.59
F1 2.07343 -1.54558 -0.30119  -0.26
C3 0.12357 -0.62137 0.76001  -0.36
O2 -0.93066 0.24939 1.12474  -0.29
C4 -2.11591 0.39392 0.33221  -0.02
S1 -2.31245 -0.63346 -1.01742  -0.20
H1 2.35981 0.61462 -1.51748  0.28
H2 -0.19241 -1.59514 1.19413  0.40
H3 -2.60818 1.24764 0.79541  0.34

Output
* largest force on an atom: 0.1060 hartree/bohr
* ΔE to the lowest compared entry with this formula, charge and spin: 60.4 kcal per mole
* total charge: 0
* SMILES: O=C/C(F)=C\OC=S

6.
C4H3FO5Pd as an isolated structure. Source: the OMol25 dataset; level of theory: the ωB97M-V functional and the def2-TZVPD basis.

Last column: Mulliken charge in e.
Atoms and positions in Å:
C1 -0.88809 0.18583 -0.41539  0.26
C2 0.25922 0.97753 -1.01769  -0.58
F1 -1.65546 -0.25669 -1.45982  -0.28
H1 -1.53282 0.75218 0.26780  0.36
H2 0.85574 0.33099 -1.67393  0.45
H3 -0.16231 1.81293 -1.58763  0.38
O1 1.06521 1.50393 0.03803  -0.25
C3 2.37232 1.39119 -0.03498  0.25
O2 3.17139 1.81208 0.73123  -0.28
O3 -0.38607 -0.90139 0.29055  -0.40
Pd1 0.72121 -2.21858 0.29200  1.31
O4 -0.35688 -2.39820 1.86841  -0.58
O5 -2.32961 -1.45253 1.33824  -0.36
C4 -1.13384 -1.53927 1.36318  0.70

Output
* largest force on an atom: 0.2424 hartree/bohr
* ΔE to the lowest compared entry with this formula, charge and spin: 0.0 kcal per mole
* total charge: +1
* 2S+1: 4